The following is a DFT calculation (ωB97M-V/def2-TZVPD) of one molecule with the formula C7H6N2O3 in a non-equilibrium geometry.

Bonds (Å) are listed after each position.
CARTESIAN COORDINATES (ANGSTROEM)
1 C -1.082 0.799 -0.943  C2 1.311, H13 1.089, H14 1.028
2 C 0.038 0.477 -0.343  C1 1.311, N3 1.419, C7 1.512
3 N 0.484 -0.510 0.573  C2 1.419, C4 1.463, C5 1.324
4 C -0.236 -1.650 1.141  N3 1.463, H15 1.028, H16 1.037, H17 1.001
5 C 1.742 -0.119 0.698  N3 1.324, O6 1.191, C7 1.679
6 O 2.671 -0.451 1.366  C5 1.191
7 C 1.420 1.085 -0.427  C2 1.512, C5 1.679, C8 1.550, C11 1.557
8 C 1.725 2.565 -0.081  C7 1.550, O9 1.170, N10 1.406
9 O 1.515 3.317 0.790  C8 1.170
10 N 2.454 2.700 -1.277  C8 1.406, C11 1.392, H18 0.994
11 C 2.302 1.375 -1.676  C7 1.557, N10 1.392, O12 1.197
12 O 2.745 0.745 -2.593  C11 1.197
13 H -2.043 0.388 -0.636  C1 1.089
14 H -1.035 1.535 -1.661  C1 1.028
15 H -1.012 -1.234 1.671  C4 1.028
16 H -0.591 -2.415 0.538  C4 1.037
17 H 0.268 -2.075 1.895  C4 1.001
18 H 2.777 3.505 -1.763  N10 0.994

Values from the calculation:
**Energy above the lowest of the compared OMol25 structures with the same formula, charge and spin**: 43.6 kcal per mole
**Energy**: -605.52498 Ha
**Kohn-Sham gap**: 0.37303 hartree
**HOMO level**: -9.6 eV
**Net charge**: 0
**2S+1**: 1